Model one:
This record from OMol25 describes a 2-piece molecular cluster, S2 overall. The level of theory is wB97M-V/def2-TZVPD.

Last column: Löwdin charge in e.
Atoms and positions in Å:
S (0.00, 0.00, 1.62)  0.00
S (0.00, 0.00, -1.62)  0.00

Values from the calculation:
- Gap between HOMO and LUMO: 4.62 eV

Model two:
This record from OMol25 describes S2 as an isolated structure. The level of theory is wB97M-V/def2-TZVPD.

Last column: Löwdin charge in e.
Atoms and positions in Å:
S (0.17, -0.75, 1.18)  0.00
S (-0.17, 0.75, -1.18)  0.00

Values from the calculation:
- Gap between HOMO and LUMO: 5.39 eV

Model three:
This record from OMol25 describes a 2-piece molecular cluster, S2 overall. The level of theory is wB97M-V/def2-TZVPD.

Last column: Löwdin charge in e.
Atoms and positions in Å:
S (0.00, 0.00, 1.85)  0.00
S (0.00, 0.00, -1.85)  0.00

Values from the calculation:
- Gap between HOMO and LUMO: 3.94 eV

Model four:
This record from OMol25 describes one molecule with the formula S2. The level of theory is wB97M-V/def2-TZVPD.

Last column: Löwdin charge in e.
Atoms and positions in Å:
S (0.00, 0.00, 1.07)  0.00
S (0.00, 0.00, -1.07)  0.00

Values from the calculation:
- Gap between HOMO and LUMO: 5.69 eV

Of them, model four has the highest stability.

Model one:
This record from OMol25 describes a 2-piece molecular cluster, CH2FNO2 overall. The level of theory is wB97M-V/def2-TZVPD.

Last column: Löwdin charge in e.
Atoms and positions in Å:
C (0.28, -0.41, -0.40)  -0.02
N (-0.85, 0.35, 0.00)  -0.48
O (-0.84, 1.44, -0.46)  0.09
O (-1.59, -0.19, 0.75)  0.12
F (0.24, -1.80, -0.26)  0.02
H (1.13, -0.15, -1.06)  0.14
H (1.64, 0.76, 1.43)  0.14

Values from the calculation:
- Gap between HOMO and LUMO (spin up / spin down): 9.67 / 9.53 eV

Model two:
This record from OMol25 describes CH2FNO2 as an isolated structure. The level of theory is wB97M-V/def2-TZVPD.

Last column: Löwdin charge in e.
Atoms and positions in Å:
C (-0.31, -0.33, -0.18)  0.18
N (-1.80, -0.06, -0.11)  -0.42
O (-2.07, 0.40, 1.00)  0.09
O (-2.48, -0.22, -1.05)  0.14
F (0.03, -1.73, 0.81)  -0.22
H (0.04, -0.81, -1.14)  0.15
H (0.18, 0.30, 0.50)  0.10

Values from the calculation:
- Gap between HOMO and LUMO: 10.78 eV

Model three:
This record from OMol25 describes a 2-piece molecular cluster, CH2FNO2 overall. The level of theory is wB97M-V/def2-TZVPD.

Last column: Löwdin charge in e.
Atoms and positions in Å:
C (0.75, 0.19, 0.10)  -0.34
N (-1.21, 0.24, 0.51)  0.07
O (1.24, 0.34, 1.15)  0.12
O (1.47, 0.11, -1.09)  0.05
F (-1.90, -0.76, -0.33)  -0.21
H (-1.10, -0.12, 1.55)  0.10
H (0.74, 0.00, -1.89)  0.20

Values from the calculation:
- Gap between HOMO and LUMO: 9.81 eV

Of them, model three has the highest stability.

Model one:
This record from OMol25 describes a 2-piece molecular cluster, C2H5IO overall. The level of theory is wB97M-V/def2-TZVPD.

Last column: Löwdin charge in e.
Atoms and positions in Å:
C (-0.83, 0.97, 0.03)  0.00
C (-1.75, 0.01, 0.15)  -0.33
O (-1.50, -1.25, -0.13)  0.00
I (4.53, 0.01, -0.03)  0.28
H (4.02, -1.60, 0.12)  -0.29
H (-1.27, 1.93, 0.29)  0.05
H (0.11, 1.04, -0.45)  0.04
H (-2.71, 0.09, 0.60)  0.11
H (-0.59, -1.21, -0.57)  0.15

Values from the calculation:
- SMILES: C=CO.I
- Gap between HOMO and LUMO: 9.16 eV

Model two:
This record from OMol25 describes one molecule with the formula C2H5IO. The level of theory is wB97M-V/def2-TZVPD.

Last column: Löwdin charge in e.
Atoms and positions in Å:
C (0.63, 0.74, -0.09)  -0.12
C (-0.39, -0.37, 0.29)  -0.91
O (-0.11, -1.55, -0.06)  -0.02
I (-2.53, 0.19, -0.15)  0.62
H (0.29, 0.97, -1.19)  0.10
H (0.51, 1.57, 0.60)  0.06
H (1.70, 0.43, -0.01)  0.08
H (-0.40, -0.33, 1.46)  0.11
H (0.30, -1.66, -0.86)  0.08

Values from the calculation:
- SMILES: C[C@H](O)I
- Gap between HOMO and LUMO: 9.79 eV

Of them, model two has the highest stability.

Model one:
This record from OMol25 describes a 14-piece molecular cluster, C5H41N3O13 overall. The level of theory is wB97M-V/def2-TZVPD.

Last column: Löwdin charge in e.
Atoms and positions in Å:
N (0.35, 0.18, -2.12)  0.05
C (1.81, 0.45, -2.06)  -0.35
C (2.70, -0.80, -1.87)  -0.13
C (2.21, -1.78, -0.78)  -0.25
N (1.46, -2.88, -1.43)  -0.03
C (2.12, 1.66, -1.12)  -0.21
N (2.33, 1.15, 0.22)  -0.10
C (2.25, 2.28, 1.16)  -0.12
H (0.19, -0.82, -2.02)  0.06
H (-0.09, 0.53, -1.26)  0.07
H (2.07, 0.89, -3.04)  0.12
H (3.70, -0.43, -1.57)  0.10
H (2.77, -1.33, -2.81)  0.10
H (1.45, -1.19, -0.20)  0.08
H (2.93, -2.11, -0.02)  0.12
H (1.74, -3.15, -2.38)  0.09
H (1.71, -3.72, -0.92)  0.08
H (3.02, 2.12, -1.54)  0.11
H (1.30, 2.41, -1.34)  0.14
H (1.58, 0.50, 0.44)  0.06
H (1.26, 2.76, 1.12)  0.07
H (2.47, 2.01, 2.16)  0.04
H (3.05, 2.97, 0.84)  0.10
H (-1.52, -2.51, 2.86)  0.07
H (-1.00, -2.35, 1.41)  0.01
O (-0.92, -1.98, 2.33)  -0.07
H (-2.30, 0.90, 3.30)  0.08
H (-1.64, -0.38, 2.71)  0.02
O (-1.45, 0.48, 3.15)  -0.05
H (-0.45, 1.61, -4.91)  0.04
H (-0.55, 1.33, -3.36)  0.00
O (-1.03, 1.66, -4.15)  -0.08
H (1.95, 0.87, 4.48)  0.03
H (3.09, -0.10, 4.13)  0.03
O (2.68, 0.73, 3.88)  -0.07
H (-4.01, -2.33, -0.73)  0.07
H (-3.30, -1.53, -1.45)  0.03
O (-3.17, -2.48, -1.23)  -0.08
H (0.17, -1.21, 4.64)  0.03
H (1.11, -1.60, 3.51)  0.03
O (1.10, -1.28, 4.42)  -0.06
H (5.56, 0.61, -0.53)  0.03
H (4.59, 1.52, 0.23)  0.00
O (5.34, 1.53, -0.39)  -0.06
H (-3.51, 0.83, -1.98)  0.02
H (-3.01, 0.85, -0.44)  0.00
O (-3.41, 0.31, -1.15)  -0.10
H (0.02, 1.76, 1.75)  0.05
H (-0.71, 0.58, 1.94)  -0.02
O (-0.55, 1.20, 1.19)  -0.09
H (-2.99, 0.53, -4.03)  0.06
H (-3.08, 1.90, -3.52)  0.04
O (-3.66, 1.13, -3.65)  -0.07
H (-0.24, -2.40, -0.61)  0.00
H (-1.68, -3.01, -0.69)  0.02
O (-0.89, -2.93, -0.11)  -0.09
H (-4.28, 0.45, 1.56)  0.05
H (-3.86, -0.45, 0.59)  0.01
O (-3.70, -0.33, 1.55)  -0.06
H (-1.92, 2.02, 1.01)  0.01
H (-2.96, 3.01, 1.15)  0.06
O (-2.80, 2.26, 0.57)  -0.10

Values from the calculation:
- Gap between HOMO and LUMO: 9.48 eV

Model two:
This record from OMol25 describes a 14-piece molecular cluster, C5H41N3O13 overall. The level of theory is wB97M-V/def2-TZVPD.

Last column: Löwdin charge in e.
Atoms and positions in Å:
N (1.78, -2.49, 0.30)  0.04
C (2.77, -1.44, 0.01)  -0.44
C (4.19, -2.02, 0.04)  -0.06
C (2.31, -0.65, -1.23)  -0.18
N (1.32, 0.33, -0.70)  -0.05
C (-0.12, -0.14, -0.72)  -0.21
C (-1.09, 0.94, -1.05)  -0.24
N (-2.48, 0.33, -1.11)  0.02
H (0.82, -2.21, 0.20)  0.02
H (1.96, -3.42, -0.04)  0.07
H (2.67, -0.76, 0.87)  0.10
H (4.54, -2.33, -0.92)  0.06
H (4.95, -1.24, 0.30)  0.09
H (4.18, -2.79, 0.80)  0.07
H (1.89, -1.31, -1.98)  0.10
H (3.24, -0.23, -1.69)  0.12
H (1.36, 1.21, -1.23)  0.08
H (-0.31, -0.58, 0.31)  0.12
H (-0.14, -0.97, -1.41)  0.07
H (-0.94, 1.56, -1.98)  0.10
H (-1.20, 1.65, -0.26)  0.09
H (-2.64, 0.04, -0.16)  0.02
H (-3.15, 0.96, -1.43)  0.03
H (-0.86, -4.30, -1.84)  0.04
H (-1.42, -3.86, -0.33)  0.02
O (-1.32, -3.64, -1.31)  -0.10
H (0.09, 0.33, 3.87)  -0.01
H (-0.52, 1.25, 2.83)  0.03
O (-0.72, 0.56, 3.47)  -0.07
H (-2.55, -1.51, 3.86)  0.00
H (-1.32, -1.31, 4.73)  0.03
O (-1.81, -1.97, 4.21)  -0.05
H (1.00, 1.39, -4.19)  0.03
H (-0.36, 1.34, -5.01)  0.00
O (0.28, 1.89, -4.54)  -0.06
H (-0.61, -3.73, 1.59)  0.04
H (-1.82, -2.85, 1.73)  0.05
O (-1.51, -3.65, 1.31)  -0.02
H (-2.37, 0.52, 2.52)  -0.02
H (-3.71, 0.36, 1.68)  0.08
O (-2.85, -0.06, 1.91)  -0.09
H (0.00, 4.07, 1.75)  0.00
H (-0.69, 4.47, 0.41)  0.03
O (-0.73, 4.56, 1.36)  -0.04
H (-1.26, -2.11, -4.16)  0.06
H (-0.93, -2.27, -2.72)  0.01
O (-0.52, -1.93, -3.55)  -0.08
H (1.42, 2.55, 0.99)  0.03
H (2.29, 2.58, 2.13)  0.07
O (1.56, 3.11, 1.76)  -0.05
H (1.47, -0.52, 2.35)  0.02
H (1.96, -0.94, 3.74)  0.08
O (1.75, -0.16, 3.20)  -0.05
H (0.57, 3.19, -2.63)  0.00
H (0.57, 4.59, -1.92)  0.04
O (0.40, 3.66, -1.83)  -0.04
H (-2.10, 0.95, -3.77)  0.03
H (-1.29, -0.28, -4.25)  0.00
O (-1.83, 0.45, -4.54)  -0.05
H (-2.12, 2.91, 3.57)  0.05
H (-1.85, 3.27, 2.04)  0.00
O (-2.24, 2.63, 2.66)  -0.06

Values from the calculation:
- Gap between HOMO and LUMO: 9.24 eV

Of them, model two has the highest stability.

Model one:
This record from OMol25 describes C3H3Br3O as an isolated structure. The level of theory is wB97M-V/def2-TZVPD.

Last column: Löwdin charge in e.
Atoms and positions in Å:
C (-1.23, -0.82, -0.24)  -0.41
C (-0.34, 0.38, -0.51)  -0.74
C (0.95, 0.18, 0.51)  -1.17
O (-1.27, -1.82, -0.91)  0.05
Br (-1.36, 1.98, 0.04)  0.69
Br (2.20, 1.57, 0.10)  0.63
Br (1.84, -1.46, 0.02)  0.68
H (-1.71, -0.72, 0.80)  0.13
H (0.16, 0.35, -1.45)  0.07
H (0.77, 0.36, 1.62)  0.07

Values from the calculation:
- Gap between HOMO and LUMO: 10.11 eV

Model two:
This record from OMol25 describes C3H3Br3O as an isolated structure. The level of theory is wB97M-V/def2-TZVPD.

Last column: Löwdin charge in e.
Atoms and positions in Å:
C (0.37, -1.85, -0.79)  -0.19
C (-0.25, -0.75, -0.44)  -0.60
C (0.31, 1.76, 0.67)  -1.25
O (-0.79, 1.67, 1.25)  -0.19
Br (-2.17, -0.51, -0.17)  0.71
Br (1.99, 1.17, 1.53)  0.66
Br (0.39, 2.56, -1.02)  0.76
H (0.12, -2.80, -1.20)  0.03
H (1.48, -2.02, -0.88)  0.07
H (-1.44, 0.78, 1.05)  0.00

Values from the calculation:
- Gap between HOMO and LUMO (spin up / spin down): 6.21 / 7.38 eV

Of them, model one has the highest stability.

Model one:
This record from OMol25 describes a 16-piece molecular cluster, H31O16 overall. The level of theory is wB97M-V/def2-TZVPD.

Last column: Löwdin charge in e.
Atoms and positions in Å:
O (2.85, 1.81, -3.49)  -0.10
H (0.81, -4.61, 1.30)  0.03
H (2.39, 1.97, -1.02)  0.01
O (3.15, -0.40, -1.83)  -0.13
H (3.16, 1.11, -2.86)  0.00
H (3.42, 2.45, -3.05)  0.03
O (-4.89, 0.26, 1.31)  -0.06
H (2.54, -1.14, -1.76)  -0.01
H (2.22, 1.43, 0.21)  0.00
O (1.62, 1.88, -0.44)  -0.09
H (3.83, -0.73, 0.78)  -0.02
H (3.36, -0.05, -0.88)  -0.02
O (1.48, -4.37, 1.95)  -0.07
H (4.42, 1.74, 0.33)  0.01
H (-2.87, 3.63, 0.53)  0.04
O (-1.42, -0.72, 2.14)  -0.05
H (-1.73, -0.96, 1.27)  0.03
H (-0.72, -0.06, 1.99)  0.02
O (-2.43, -1.67, 4.55)  -0.08
H (-1.54, -1.66, 4.90)  0.05
H (-2.23, -1.24, 3.69)  0.00
O (-1.09, 1.25, -0.41)  -0.06
H (-1.50, 1.33, -1.28)  0.05
H (-4.90, 1.22, 1.28)  0.02
O (-4.68, 0.83, -2.20)  -0.04
H (-5.56, 1.18, -2.39)  0.04
O (4.50, 2.31, -0.46)  -0.09
H (1.76, -3.56, 1.49)  0.02
H (4.76, 3.22, -0.29)  0.03
O (-3.20, -3.45, 2.45)  -0.06
H (-4.84, 0.06, 0.37)  0.01
H (-2.47, -3.50, 1.85)  0.01
O (-3.20, 2.99, -0.10)  -0.07
H (0.29, -1.21, -0.36)  0.02
H (1.89, -0.30, 1.49)  0.03
O (0.66, -0.41, -4.49)  -0.05
H (-3.07, -2.72, 3.08)  -0.01
H (1.46, 1.09, 1.41)  0.00
O (1.17, 0.28, 1.83)  -0.07
H (-2.66, 2.19, 0.03)  -0.01
H (0.89, 0.49, -4.31)  0.00
O (3.62, 0.19, 0.59)  -0.38
H (-4.17, 1.61, -2.06)  0.00
H (-0.15, 1.44, -0.59)  0.01
O (0.70, -2.08, -0.41)  -0.03
H (1.47, -0.81, -4.83)  0.03
H (0.90, -2.32, -1.31)  0.03

Values from the calculation:
- Net charge: -1
- Gap between HOMO and LUMO: 8.82 eV

Model two:
This record from OMol25 describes H31O16 as an isolated structure. The level of theory is wB97M-V/def2-TZVPD.

Last column: Löwdin charge in e.
Atoms and positions in Å:
O (2.46, 5.47, -0.57)  -0.09
H (-2.14, -3.80, 0.07)  0.01
H (0.52, 2.95, 1.90)  0.02
O (-1.25, -4.14, 3.30)  -0.11
H (2.82, 4.61, -0.83)  0.02
H (1.78, 5.17, 0.08)  0.03
O (-0.49, -3.82, -1.61)  -0.15
H (-1.46, -3.37, 3.86)  0.02
H (1.60, 2.22, 1.13)  0.02
O (1.16, 3.07, 1.20)  -0.06
H (-3.11, -1.35, 2.18)  0.01
H (-1.24, -3.91, 2.34)  -0.03
O (-2.62, -1.37, 1.34)  -0.24
H (-0.54, -0.72, -1.17)  0.02
H (-2.08, 0.42, 3.91)  0.05
O (5.33, 0.54, -2.41)  -0.13
H (4.73, 1.08, -1.81)  0.04
H (5.64, 0.24, -1.49)  0.07
O (-2.56, 2.08, 0.72)  -0.07
H (-2.46, 1.12, 0.60)  0.00
H (-3.40, 2.27, 1.16)  0.02
O (-0.12, 3.56, -1.79)  -0.07
H (-0.48, 2.87, -1.18)  0.06
H (-0.33, -4.59, -1.05)  0.02
O (-0.07, -0.30, -3.82)  -0.05
H (0.79, -0.62, -3.57)  0.03
O (-2.15, -0.67, -1.20)  -0.05
H (-2.43, -1.02, -0.34)  0.00
H (-2.03, -1.26, -1.94)  0.06
O (-0.10, 0.68, 1.25)  -0.12
H (-0.56, -3.42, -0.65)  0.01
H (0.09, 0.17, 0.39)  0.02
O (-1.59, -0.41, 3.99)  -0.05
H (1.43, 1.60, -2.08)  0.03
H (-0.65, -0.25, 4.06)  0.04
O (1.32, -2.53, 1.92)  -0.06
H (1.13, -3.46, 2.12)  0.03
H (0.49, -2.14, 2.21)  0.01
O (-1.52, -3.47, 0.72)  -0.29
H (0.54, -1.73, -0.75)  0.02
H (-2.18, -2.46, 1.16)  0.01
O (0.46, -0.79, -0.94)  -0.09
H (-0.27, 0.48, -3.30)  0.01
H (-0.21, 4.44, -1.42)  0.04
O (2.02, 2.22, -2.59)  -0.10
H (-0.74, 0.11, 1.73)  0.00
H (1.61, 3.11, -2.59)  0.01

Values from the calculation:
- Net charge: -1
- Gap between HOMO and LUMO: 9.34 eV

Of them, model one has the highest stability.